{"formula": "C47H34Br4Cl3HgN7O6Sb", "method": "the ωB97M-V functional and the def2-TZVPD basis", "elements": ["Hg", "Br", "C", "C", "Br", "C", "Br", "C", "O", "C", "O", "C", "Br", "C", "C", "C", "C", "C", "C", "Sb", "C", "C", "C", "C", "C", "C", "C", "C", "C", "C", "C", "C", "H", "H", "H", "H", "H", "H", "H", "H", "H", "H", "H", "H", "H", "H", "H", "C", "C", "N", "H", "H", "H", "Cl", "C", "Cl", "Cl", "C", "N", "C", "C", "N", "C", "C", "N", "C", "N", "N", "N", "C", "C", "C", "C", "C", "C", "H", "H", "H", "H", "H", "H", "H", "H", "H", "H", "H", "O", "C", "O", "C", "C", "C", "C", "O", "C", "O", "C", "C", "H", "H", "H", "H", "H"], "positions_angstrom": [[-1.6951, 0.9166, 1.9124], [-3.4940, 7.5408, 0.3838], [-2.5914, 6.0068, 0.9161], [-1.3191, 6.1305, 1.3970], [-0.4741, 7.7589, 1.5182], [-0.5944, 5.0159, 1.7679], [1.1617, 5.0439, 2.4303], [-1.1634, 3.7691, 1.7423], [-0.5069, 2.7352, 2.1489], [-2.5138, 3.6353, 1.2496], [-3.0912, 2.4719, 1.2226], [-3.1957, 4.7664, 0.8401], [-4.9199, 4.4918, 0.0702], [6.7552, 2.1505, 2.3847], [6.6306, 1.2508, 1.3416], [5.3688, 0.8704, 0.8880], [4.2236, 1.4560, 1.4640], [4.3914, 2.3506, 2.4888], [5.5843, 2.6587, 3.0117], [2.1506, 1.1704, 0.8078], [2.7440, -0.3502, -0.4934], [3.4659, -1.4100, -0.0320], [4.0733, -2.3566, -0.8667], [3.9011, -2.1910, -2.2457], [3.0131, -1.2154, -2.7195], [2.4373, -0.2940, -1.8332], [2.2802, 2.7441, -0.6522], [1.1505, 3.5097, -0.9427], [1.2052, 4.5201, -1.8996], [2.4151, 4.8323, -2.4700], [3.5870, 4.2044, -2.0325], [3.5008, 3.1185, -1.2000], [7.7710, 2.3557, 2.7198], [7.5453, 0.8828, 0.8614], [5.2264, 0.1918, 0.0412], [3.4759, 2.7813, 2.8978], [5.6489, 3.2725, 3.9132], [3.6372, -1.5077, 1.0585], [4.6733, -3.1643, -0.4182], [4.3407, -2.8290, -3.0352], [2.7753, -1.1607, -3.7846], [1.8412, 0.5032, -2.2359], [0.2230, 3.2127, -0.4144], [0.3316, 5.0518, -2.1811], [2.4325, 5.6306, -3.1917], [4.5410, 4.5873, -2.3873], [4.4161, 2.6365, -0.8864], [0.5657, -2.4245, 1.6501], [1.2229, -2.0752, 2.9488], [1.7411, -1.9372, 3.9674], [1.2735, -2.9051, 0.9489], [0.2157, -1.4941, 1.2319], [-0.2450, -3.0501, 1.8715], [-3.4676, -2.3762, 6.2958], [-1.0376, -0.7054, 7.0632], [0.1288, -1.9087, 7.3202], [-1.7654, 0.0713, 8.3907], [-0.8172, 0.1507, 5.9574], [-0.8743, 0.7936, 5.0203], [-4.1686, -0.8879, 0.4771], [-3.4021, -1.6002, 1.5249], [-2.5116, -0.9496, 2.2905], [-2.1395, -1.8585, 3.2724], [-2.8019, -3.0316, 3.1153], [-3.6064, -2.8306, 1.9959], [-4.6376, -3.6974, 1.4678], [-4.1174, -4.8366, 0.7514], [-4.5888, -6.0265, 1.1479], [-4.3144, -6.9273, 0.2504], [-3.6802, -6.2618, -0.7941], [-3.2579, -6.7275, -2.0308], [-2.6198, -5.8135, -2.8651], [-2.4274, -4.4524, -2.4668], [-2.9056, -3.9796, -1.2822], [-3.5807, -4.9180, -0.5181], [-3.6352, -0.0425, 0.0324], [-5.0943, -0.4890, 0.9761], [-4.4834, -1.5392, -0.3435], [-1.4834, -1.6004, 4.0421], [-2.8401, -3.8162, 3.8249], [-5.3789, -3.1609, 0.8609], [-5.1275, -4.1560, 2.3364], [-3.3702, -7.8335, -2.2263], [-2.3355, -6.1590, -3.8762], [-1.8674, -3.8309, -3.1284], [-2.7159, -2.9476, -1.0579], [-1.2572, -1.3391, -0.4286], [-0.8553, -0.2426, -0.9253], [-0.3336, 0.6661, -0.2168], [-0.8304, -0.0201, -2.4381], [-0.6683, -1.1111, -3.2838], [-0.3370, -1.0034, -4.6406], [-0.2293, 0.3044, -5.1281], [0.1277, 0.7127, -6.3695], [0.0860, 2.1354, -6.2970], [-0.3958, 2.5427, -5.0222], [-0.4551, 1.3864, -4.2866], [-0.7311, 1.2563, -2.9256], [-0.8626, -2.0741, -2.7676], [-0.1048, -1.8343, -5.2813], [-0.6031, 2.4781, -7.1184], [1.1114, 2.5019, -6.5521], [-0.8709, 2.1292, -2.3169]], "orbital_gap_ha": [0.223, 0.215], "charge": -2, "molar_mass_g_mol": 1541.16, "homo_ha": [-0.0946, -0.0946], "s_squared": 0.76, "relative_energy_kj_mol": 54.9, "lumo_ev": [3.502, 3.278], "multiplicity": 2}

***

{"formula": "C33H36N3O2S", "method": "the ωB97M-V functional and the def2-TZVPD basis", "elements": ["C", "O", "C", "C", "C", "C", "C", "C", "C", "C", "C", "O", "C", "C", "C", "C", "C", "C", "H", "H", "H", "H", "H", "H", "H", "H", "H", "H", "H", "H", "H", "H", "H", "C", "C", "C", "N", "C", "S", "C", "C", "N", "C", "C", "C", "N", "C", "C", "C", "C", "C", "C", "C", "C", "H", "H", "H", "H", "H", "H", "H", "H", "H", "H", "H", "H", "H", "H", "H", "H", "H", "H", "H", "H", "H"], "positions_angstrom": [[5.7592, 2.8138, -3.9280], [5.4047, 1.4151, -3.8436], [4.1098, 1.0482, -4.0298], [3.7969, -0.3138, -3.7743], [2.4904, -0.7123, -3.7123], [1.4146, 0.1999, -3.9460], [0.0974, -0.2765, -3.7670], [-1.0947, 0.4801, -3.7063], [-2.3219, -0.2149, -3.9452], [-3.5199, 0.4682, -3.9492], [-3.5208, 1.8690, -3.7144], [-4.7478, 2.4477, -3.7935], [-5.7128, 1.3740, -4.1190], [-4.9387, 0.0503, -4.1873], [-2.3408, 2.5779, -3.4354], [-1.1555, 1.8817, -3.3945], [1.7601, 1.5189, -4.3708], [3.0738, 1.9507, -4.3875], [6.8288, 2.8322, -3.7257], [5.5538, 3.2071, -4.9330], [5.2202, 3.4041, -3.1736], [4.6205, -0.9986, -3.5725], [2.2479, -1.7450, -3.4530], [-0.0226, -1.3591, -3.7076], [-2.2954, -1.2865, -4.1506], [-6.4801, 1.3800, -3.3354], [-6.1793, 1.6401, -5.0762], [-5.0749, -0.4343, -5.1596], [-5.2966, -0.6423, -3.4165], [-2.4091, 3.6479, -3.2577], [-0.2438, 2.4051, -3.1178], [0.9746, 2.2025, -4.6872], [3.3146, 2.9864, -4.6453], [-2.2459, -2.6525, 3.7952], [-1.8742, -1.2256, 3.4091], [-2.2451, -0.9842, 1.9498], [-2.5572, -0.2490, 4.3000], [-1.6910, 0.4399, 4.9502], [-2.0407, 1.7679, 6.0248], [-3.1002, 2.7187, 4.7623], [-3.5734, 3.9780, 5.3646], [-3.9190, 4.9670, 5.8717], [-0.2164, 0.1093, 4.6386], [0.4927, 1.3060, 4.0091], [0.5281, -0.3781, 5.8814], [-0.4292, -0.9744, 3.6703], [0.5253, -1.2689, 2.7107], [1.1802, -2.4507, 2.6043], [2.1719, -2.7384, 1.5943], [2.9239, -3.9382, 1.6536], [3.8892, -4.2222, 0.6941], [4.1326, -3.3143, -0.3498], [3.4130, -2.1147, -0.4130], [2.4300, -1.8325, 0.5338], [-3.3233, -2.8044, 3.6595], [-1.7078, -3.3667, 3.1611], [-2.0019, -2.8492, 4.8468], [-3.3350, -1.0624, 1.8448], [-1.9358, 0.0208, 1.6310], [-1.7701, -1.7386, 1.3094], [-2.4699, 2.9331, 3.8865], [-3.9360, 2.0536, 4.5048], [0.4492, 2.1531, 4.7052], [1.5424, 1.0626, 3.8003], [-0.0112, 1.6034, 3.0786], [0.5780, 0.4321, 6.6214], [-0.0045, -1.2225, 6.3394], [1.5464, -0.6885, 5.6154], [0.7476, -0.4388, 2.0249], [0.9877, -3.2308, 3.3511], [2.7292, -4.6293, 2.4773], [4.4579, -5.1504, 0.7550], [4.8808, -3.5396, -1.1084], [3.6160, -1.3897, -1.2034], [1.8531, -0.9090, 0.4600]], "orbital_gap_ha": 0.172, "charge": 1, "molar_mass_g_mol": 538.74, "homo_ha": -0.3636, "relative_energy_kj_mol": 79.7, "lumo_ev": -5.209, "multiplicity": 1}